Entry 1:
{
  "formula": "C34H46BBrCl2I2N2O5S",
  "method": "wB97M-V/def2-TZVPD",
  "homo_lumo_gap_ev": 7.1,
  "multiplicity": 1,
  "e_lumo_ev": -0.81,
  "fmax_ha_per_bohr": 0.095,
  "homo_energy_ev": -7.919,
  "e_tot_ha": -6320.7971,
  "smiles": "CC[C@H](Br)c1cc(Cl)c2c(c1)N(B(C)O)c1c(CCCCCCCCCCCOC)c(/C(I)=C(/C)I)c(Cl)c(N)c1S2.O=C1OCCO1",
  "symbols": ["C", "C", "C", "Br", "C", "C", "C", "Cl", "C", "C", "C", "N", "B", "C", "O", "C", "C", "C", "C", "C", "C", "C", "C", "C", "C", "C", "C", "C", "O", "C", "C", "C", "I", "C", "C", "I", "C", "Cl", "C", "N", "C", "S", "H", "H", "H", "H", "H", "H", "H", "H", "H", "H", "H", "H", "H", "H", "H", "H", "H", "H", "H", "H", "H", "H", "H", "H", "H", "H", "H", "H", "H", "H", "H", "H", "H", "H", "H", "H", "H", "H", "H", "H", "H", "H", "C", "C", "O", "C", "O", "O", "H", "H", "H", "H"],
  "positions_angstrom": [[5.57, 2.92, -5.56], [4.26, 2.05, -5.06], [3.18, 3.05, -4.27], [3.70, 3.35, -2.35], [1.61, 2.58, -4.47], [1.03, 2.48, -6.03], [-0.54, 2.05, -6.33], [-1.28, 1.97, -8.04], [-1.54, 1.71, -5.07], [-1.04, 1.78, -3.51], [0.55, 2.22, -3.27], [-1.88, 1.53, -2.28], [-2.45, 2.80, -1.69], [-1.55, 3.51, -0.48], [-3.73, 3.44, -2.18], [-2.92, 0.45, -2.48], [-3.31, -0.47, -1.14], [-2.58, -0.21, 0.34], [-0.94, -0.46, 0.27], [-0.53, -1.94, -0.31], [-0.50, -3.06, 0.90], [1.02, -3.64, 1.06], [1.92, -2.91, 2.23], [3.16, -3.88, 2.76], [2.89, -4.58, 4.21], [2.53, -3.51, 5.42], [0.97, -3.85, 5.88], [0.24, -2.65, 6.72], [0.18, -1.40, 5.92], [-1.09, -0.67, 6.20], [-4.48, -1.66, -1.24], [-4.95, -2.59, 0.05], [-4.30, -4.72, 0.21], [-5.84, -1.97, 1.11], [-6.37, -2.75, 2.46], [-6.45, 0.16, 0.81], [-5.24, -1.98, -2.69], [-6.52, -3.34, -2.85], [-4.88, -1.08, -4.03], [-5.62, -1.38, -5.33], [-3.74, 0.12, -3.87], [-3.34, 1.21, -5.38], [6.16, 2.41, -6.46], [5.31, 4.04, -5.86], [6.32, 3.01, -4.65], [3.67, 1.55, -5.98], [4.56, 1.21, -4.30], [3.26, 4.12, -4.79], [1.80, 2.75, -6.89], [0.94, 2.31, -2.15], [-0.56, 2.86, -0.32], [-2.09, 3.52, 0.56], [-1.21, 4.57, -0.87], [-3.41, 3.95, -3.01], [-2.86, 0.87, 0.72], [-2.98, -0.95, 1.17], [-0.53, -0.30, 1.39], [-0.43, 0.42, -0.35], [-1.25, -2.36, -1.13], [0.53, -1.81, -0.85], [-0.96, -2.60, 1.91], [-1.22, -3.96, 0.60], [1.02, -4.81, 1.31], [1.54, -3.55, -0.01], [1.26, -2.48, 3.11], [2.45, -1.96, 1.75], [4.14, -3.21, 2.89], [3.47, -4.70, 1.95], [2.02, -5.37, 4.10], [3.84, -5.19, 4.59], [3.20, -3.72, 6.39], [2.64, -2.41, 5.03], [0.38, -4.02, 4.86], [0.95, -4.90, 6.44], [-0.85, -3.04, 6.98], [0.88, -2.44, 7.68], [-0.93, 0.45, 5.90], [-1.38, -0.67, 7.35], [-2.00, -1.08, 5.56], [-5.55, -3.50, 2.90], [-7.39, -3.33, 2.30], [-6.56, -1.98, 3.35], [-6.61, -1.66, -5.15], [-5.15, -2.24, -5.74], [5.28, 6.38, 0.85], [5.04, 5.00, 0.34], [4.59, 4.30, 1.48], [4.08, 5.23, 2.34], [3.45, 4.96, 3.35], [4.36, 6.50, 1.92], [5.10, 7.15, 0.09], [6.29, 6.51, 1.25], [4.26, 4.97, -0.43], [5.95, 4.54, -0.07]],
  "lowdin_charge": [-0.147, -0.266, -0.637, 0.694, -0.161, -0.020, -0.517, 0.489, -0.379, -0.106, 0.048, -0.012, -0.430, -0.036, 0.010, -0.074, -0.032, -0.163, -0.200, -0.196, -0.216, -0.224, -0.206, -0.222, -0.234, -0.203, -0.198, -0.229, -0.270, -0.129, -0.198, -0.671, 0.741, -0.664, -0.201, 0.751, -0.413, 0.492, -0.207, -0.015, -0.280, 0.825, 0.086, 0.082, 0.080, 0.111, 0.110, 0.108, 0.106, 0.071, 0.064, 0.081, 0.081, 0.126, 0.106, 0.111, 0.123, 0.092, 0.108, 0.114, 0.115, 0.055, 0.112, 0.114, 0.103, 0.116, 0.111, 0.115, 0.105, 0.111, 0.118, 0.112, 0.109, 0.127, 0.131, 0.130, 0.100, 0.099, 0.103, 0.066, 0.098, 0.077, 0.058, 0.096, -0.139, -0.188, 0.060, -0.513, 0.136, 0.064, 0.138, 0.136, 0.032, 0.136]
}

---

Entry 2:
{
  "formula": "C34H46BrN3O2S3",
  "method": "wB97M-V/def2-TZVPD",
  "homo_lumo_gap_ev": 7.7,
  "multiplicity": 1,
  "e_lumo_ev": -1.01,
  "fmax_ha_per_bohr": 0.149,
  "homo_energy_ev": -8.694,
  "e_tot_ha": -5405.9860,
  "smiles": "CC[C@@H](Br)c1cccc2c1Sc1cc(-c3ccncc3)cc(N=C=S)c1N2S(C)(=O)=O.CCCCCC.CCCCCC",
  "symbols": ["C", "C", "C", "Br", "C", "C", "C", "C", "C", "C", "S", "C", "C", "C", "C", "C", "C", "N", "C", "C", "C", "C", "N", "C", "S", "C", "N", "S", "C", "O", "O", "H", "H", "H", "H", "H", "H", "H", "H", "H", "H", "H", "H", "H", "H", "H", "H", "H", "H", "C", "C", "C", "C", "C", "C", "H", "H", "H", "H", "H", "H", "H", "H", "H", "H", "H", "H", "H", "H", "C", "C", "C", "C", "C", "C", "H", "H", "H", "H", "H", "H", "H", "H", "H", "H", "H", "H", "H", "H"],
  "positions_angstrom": [[-3.03, -6.06, 2.51], [-1.48, -5.62, 2.33], [-1.31, -4.67, 1.03], [-1.56, -5.63, -0.70], [-2.30, -3.44, 1.20], [-3.78, -3.40, 0.67], [-4.72, -2.15, 0.86], [-4.15, -0.87, 1.58], [-2.68, -0.88, 2.11], [-1.79, -2.17, 1.93], [-0.07, -2.03, 2.65], [0.36, -0.26, 2.21], [1.78, 0.14, 1.73], [2.03, 1.62, 1.35], [3.38, 2.23, 0.80], [3.30, 3.41, -0.24], [4.65, 3.98, -0.75], [5.96, 3.58, -0.37], [6.01, 2.50, 0.56], [4.82, 1.76, 1.22], [0.83, 2.63, 1.49], [-0.59, 2.24, 1.96], [-1.70, 3.22, 2.03], [-1.49, 3.89, 3.13], [-1.37, 4.51, 4.68], [-0.84, 0.75, 2.35], [-2.20, 0.36, 2.78], [-2.36, 0.30, 4.50], [-3.53, -1.03, 5.09], [-2.98, 1.62, 4.97], [-1.01, 0.22, 5.20], [-3.63, -5.16, 2.89], [-3.17, -6.91, 3.25], [-3.41, -6.31, 1.45], [-1.20, -4.98, 3.24], [-0.76, -6.50, 2.24], [-0.21, -4.31, 1.03], [-4.16, -4.33, 0.13], [-5.80, -2.11, 0.48], [-4.78, 0.08, 1.72], [2.62, -0.63, 1.64], [2.26, 3.73, -0.57], [4.57, 4.83, -1.52], [7.06, 2.13, 0.86], [4.96, 0.91, 1.97], [1.01, 3.74, 1.22], [-4.51, -0.85, 4.53], [-3.77, -0.82, 6.21], [-3.09, -2.06, 4.93], [-8.61, -4.67, -4.51], [-8.79, -5.53, -3.26], [-8.37, -4.80, -1.98], [-6.90, -4.41, -1.91], [-5.91, -5.56, -2.06], [-6.04, -6.60, -0.95], [-7.56, -4.39, -4.66], [-8.93, -5.22, -5.40], [-9.20, -3.76, -4.44], [-8.23, -6.46, -3.37], [-9.84, -5.81, -3.18], [-8.62, -5.44, -1.12], [-8.98, -3.90, -1.87], [-6.72, -3.90, -0.95], [-6.68, -3.66, -2.68], [-4.89, -5.16, -2.04], [-6.03, -6.05, -3.03], [-5.86, -6.14, 0.03], [-5.30, -7.39, -1.08], [-7.02, -7.07, -0.94], [6.92, 8.23, -1.96], [7.29, 6.98, -2.76], [8.05, 5.94, -1.93], [9.41, 6.42, -1.39], [10.40, 6.89, -2.46], [10.78, 5.79, -3.44], [7.81, 8.75, -1.60], [6.36, 8.92, -2.59], [6.30, 7.96, -1.10], [7.87, 7.27, -3.64], [6.37, 6.52, -3.13], [8.20, 5.04, -2.54], [7.43, 5.64, -1.08], [9.86, 5.60, -0.82], [9.25, 7.23, -0.67], [11.30, 7.25, -1.96], [9.99, 7.75, -3.01], [11.25, 4.95, -2.91], [11.51, 6.17, -4.16], [9.92, 5.42, -4.00]],
  "lowdin_charge": [-0.121, -0.256, -0.669, 0.647, -0.206, -0.013, -0.030, 0.012, -0.223, -0.320, 0.906, -0.344, -0.010, -0.120, -0.127, 0.002, -0.113, 0.006, -0.119, 0.003, 0.045, -0.154, 0.062, -0.622, 0.706, -0.153, -0.181, 0.721, -0.127, -0.407, -0.365, 0.075, 0.079, 0.047, 0.109, 0.110, 0.078, 0.059, 0.085, 0.114, 0.104, 0.090, 0.103, 0.106, 0.097, 0.108, 0.072, 0.099, 0.078, -0.114, -0.272, -0.227, -0.226, -0.270, -0.111, 0.066, 0.070, 0.076, 0.099, 0.105, 0.101, 0.110, 0.088, 0.105, 0.088, 0.103, 0.063, 0.073, 0.068, -0.114, -0.273, -0.237, -0.227, -0.274, -0.116, 0.065, 0.069, 0.074, 0.098, 0.097, 0.101, 0.082, 0.109, 0.100, 0.103, 0.098, 0.074, 0.069, 0.065]
}